The following is a quantum chemistry calculation of a 2-piece molecular cluster, C29H30N4O2 overall, from the OMol25 dataset.

The value obtained for the HOMO-LUMO gap is 0.243 Eh. As for the SMILES: O=C1C(=Cc2ccccc2)C(=O)c2ccccc21.CCN1CCN2CCN(CC)c3cncc1c32. Its HOMO energy is -7.055 eV. As for the largest force on an atom: 0.0298 Eh/bohr.

```
65
Properties=species:S:1:pos:R:3:forces:R:3
C -2.180068 -0.351964 4.247429 -0.2 0.0 -0.1
C -2.158919 0.290344 3.026157 -0.1 0.1 -0.3
C -0.945309 0.707930 2.517769 0.1 -0.4 0.7
C 0.235849 0.497087 3.221949 -0.8 -0.2 0.2
C 0.211265 -0.150823 4.444107 0.3 0.1 -0.1
C -1.004215 -0.574684 4.948328 0.2 0.0 0.1
C 1.359752 1.056950 2.454339 1.1 0.1 0.1
O 2.528069 1.043077 2.772678 0.0 0.0 0.1
C 0.791877 1.639675 1.230464 0.4 0.6 -0.9
C 1.504753 2.255821 0.268711 -0.5 -0.3 0.4
C 0.936530 2.862128 -0.936987 -0.2 0.3 -0.5
C -0.136375 3.750487 -0.859152 0.1 -0.2 0.4
C -0.701708 4.277966 -1.998057 -0.1 0.1 0.0
C -0.200812 3.942180 -3.240179 -0.1 0.1 -0.2
C 0.877423 3.085783 -3.337598 0.0 0.0 -0.3
C 1.445448 2.555620 -2.200380 0.2 -0.1 0.6
C -0.655958 1.387029 1.247873 -0.6 0.4 -0.7
O -1.468970 1.657664 0.392518 -0.2 -0.2 0.1
H -3.120608 -0.685998 4.654004 -0.1 -0.1 0.1
H -3.055100 0.474330 2.459651 -0.2 0.0 -0.1
H 1.131898 -0.318984 4.975112 0.2 0.0 0.2
H -1.040047 -1.087909 5.895611 0.0 -0.1 0.1
H 2.571912 2.302626 0.402086 0.4 -0.1 0.0
H -0.523771 3.999642 0.115457 0.0 0.1 0.0
H -1.545920 4.943922 -1.921652 -0.1 0.1 0.1
H -0.657569 4.339835 -4.132777 0.0 0.1 -0.1
H 1.267152 2.822885 -4.308430 0.1 -0.1 -0.1
H 2.274009 1.872486 -2.276631 0.2 -0.1 -0.1
C 0.855360 5.130619 6.314091 -0.3 -0.1 0.1
C 1.969072 5.998108 5.762777 0.1 0.5 -0.8
N 1.480523 7.103337 4.906913 -0.6 0.2 0.4
C 1.770316 8.463587 5.398672 0.3 -0.7 -0.7
C 0.896208 9.510945 4.716616 -0.4 -0.3 -0.9
N 0.901747 9.330201 3.254599 0.0 -0.4 -0.2
C 0.848380 10.500680 2.362233 0.5 -0.8 0.4
C 0.096253 10.168918 1.077584 -0.2 -1.0 0.0
N 0.578124 8.913986 0.470264 0.5 0.5 -0.1
C 0.194878 8.700263 -0.944027 -0.1 -0.2 0.9
C 1.381587 8.640187 -1.884676 0.3 0.0 -0.1
C 0.902146 7.827148 1.324100 -0.7 0.7 -0.5
C 1.061301 6.528898 0.849334 -0.2 0.2 -0.6
N 1.249322 5.456048 1.600157 0.0 0.3 0.1
C 1.328927 5.674485 2.902733 0.2 -0.3 0.6
C 1.257910 6.922435 3.516311 0.6 0.2 0.9
C 1.018076 8.033609 2.702141 -0.1 1.4 0.6
H 1.239551 4.279684 6.880324 0.1 0.0 0.0
H 0.205280 5.698666 6.980873 0.0 0.1 0.0
H 0.229485 4.734531 5.514228 0.0 0.0 -0.1
H 2.558261 6.429255 6.580545 -0.2 0.1 -0.1
H 2.680100 5.407754 5.174608 0.0 -0.1 0.1
H 1.658111 8.488244 6.488131 -0.2 0.0 -0.2
H 2.824811 8.664221 5.185896 0.1 0.4 0.0
H -0.139273 9.429587 5.060319 0.0 -0.1 0.3
H 1.227011 10.528196 4.951573 0.2 -0.2 0.0
H 0.388965 11.339795 2.895410 -0.1 -0.2 -0.1
H 1.877803 10.794749 2.137370 0.0 0.2 -0.3
H -0.968071 10.034889 1.293391 -0.2 0.2 0.3
H 0.169033 10.978659 0.343364 0.2 -0.1 0.2
H -0.401434 7.782750 -0.995682 0.1 0.0 -0.1
H -0.486923 9.505594 -1.240883 0.2 0.0 0.1
H 1.082054 8.415158 -2.910424 -0.1 0.0 0.0
H 1.919173 9.589094 -1.903402 0.0 0.0 0.1
H 2.093204 7.873971 -1.576775 0.0 0.0 0.0
H 1.001655 6.362362 -0.212301 0.0 -0.1 -0.3
H 1.491111 4.807540 3.520508 0.0 -0.3 0.1
```
Forces are in eV/Å.